#i
A 2-piece molecular cluster, C4H10N2O2 overall, computed with ωB97M-V with the def2-TZVPD basis set.

Calculated values
Orbital gap, Ha: 0.34133
E_HOMO, eV: -8.353

```
! RIJCOSX wB97M-V def2-TZVPD def2/J DEFGRID3
* xyz 0 1
C -2.34982 -0.58733 0.12939
C 0.77585 0.67006 1.86814
N -1.21007 -0.89472 -0.35093
N -1.01371 -0.83499 -1.70655
C 1.62718 0.33747 -0.31462
C 2.16041 0.77142 -1.45052
O 1.00915 1.19457 0.57722
O -2.74122 -1.03859 1.33325
H -1.97683 -1.44583 1.76425
H -3.18491 -0.18548 -0.44764
H -0.04432 -0.61508 -1.90909
H -1.60521 -0.17576 -2.21345
H 1.78417 -0.67590 0.04082
H 1.66809 0.22318 2.31760
H 0.41826 1.49664 2.47942
H 0.01753 -0.11661 1.78860
H 2.05807 1.79521 -1.76419
H 2.60736 0.08173 -2.14173
*
```

These are the natural (NBO) partial charges, in e, on atoms 1 to 2: atom 1 (C): 0.3309, atom 2 (C): -0.2465

---

#ii
A 2-piece molecular cluster, C4H10N2O2 overall, computed with ωB97M-V with the def2-TZVPD basis set.

Calculated values
Orbital gap, Ha: 0.37980
E_HOMO, eV: -9.403

```
! RIJCOSX wB97M-V def2-TZVPD def2/J DEFGRID3
* xyz 0 1
C 0.63858 -3.06256 -1.54101
C 0.99698 -1.77153 -0.87746
O 0.76843 -0.72168 -1.47056
N 1.57132 -1.76043 0.33700
H -0.06385 -2.81432 -2.33419
H -0.00502 -3.77982 -1.01107
H 1.88045 -0.90308 0.74848
H 1.81898 -2.52610 0.95124
H 1.53364 -3.61481 -1.82119
C -1.54194 2.92138 1.58840
C -0.96440 1.74274 0.87556
O -1.03909 0.61318 1.34460
N -0.30489 1.96452 -0.28568
H -0.06727 1.17429 -0.84190
H -0.20813 2.82053 -0.79459
H -1.90983 3.68443 0.89161
H -0.70224 3.42388 2.07420
H -2.40173 2.60939 2.16656
*
```

These are the natural (NBO) partial charges, in e, on atoms 1 to 2: atom 1 (C): -0.7245, atom 2 (C): 0.6774

---

#iii
One molecule with the formula C4H10N2O2, computed with ωB97M-V with the def2-TZVPD basis set.

Calculated values
Orbital gap, Ha: 0.37359
E_HOMO, eV: -9.416

```
! RIJCOSX wB97M-V def2-TZVPD def2/J DEFGRID3
* xyz 0 1
C 0.30853 -1.24500 -0.63530
N -0.67131 -1.73210 0.31135
C -1.98113 -1.84648 -0.02772
O -2.43646 -1.49837 -1.09650
C 0.47086 0.26410 -0.63021
N 0.91572 0.68117 0.70045
C 0.98012 2.07493 0.95010
O 1.90202 2.76780 0.06914
H 1.25279 -1.74704 -0.41125
H 0.02572 -1.58250 -1.63000
H -0.40330 -1.55825 1.26701
H -2.59048 -2.37770 0.71448
H -0.48125 0.77428 -0.78027
H 1.15379 0.54094 -1.43393
H 1.71856 0.14844 1.00884
H 0.01915 2.52170 0.70204
H 1.31059 2.22434 1.97088
H 2.70001 2.98954 0.56239
*
```

These are the natural (NBO) partial charges, in e, on atoms 1 to 2: atom 1 (C): -0.2348, atom 2 (N): -0.6251

---

#iv
A 2-piece molecular cluster, C4H10N2O2 overall, computed with ωB97M-V with the def2-TZVPD basis set.

Calculated values
Orbital gap, Ha: 0.38456
E_HOMO, eV: -9.638

```
! RIJCOSX wB97M-V def2-TZVPD def2/J DEFGRID3
* xyz 0 1
C 2.12468 1.76417 0.74151
C 0.99813 1.71612 -0.36827
O -0.02739 2.28663 -0.09083
N 1.39613 1.21721 -1.56300
H 3.06565 2.37294 0.57396
H 2.39451 0.74343 0.95923
H 0.69291 1.21230 -2.28948
H 1.97800 0.39573 -1.63583
H 1.68700 2.17129 1.63696
C -2.17311 -2.33177 0.88600
C -1.03254 -1.64570 0.17056
O 0.16437 -1.81574 0.39000
N -1.24802 -0.57936 -0.69275
H -0.40690 -0.20289 -1.08538
H -2.09715 -0.03478 -0.70608
H -3.11018 -1.78250 0.64696
H -2.11582 -2.12431 1.94747
H -2.29028 -3.36276 0.47895
*
```

These are the natural (NBO) partial charges, in e, on atoms 1 to 2: atom 1 (C): -0.7238, atom 2 (C): 0.6899

---

Stability ranking, top entry: #ii; the second entry is 12.7 kcal/mol less favorable.

---

#i
A 2-piece molecular cluster, C4H10N2O2 overall, computed with ωB97M-V with the def2-TZVPD basis set.

Calculated values
Orbital gap, Ha: 0.38697
E_HOMO, eV: -9.622

```
! RIJCOSX wB97M-V def2-TZVPD def2/J DEFGRID3
* xyz 0 1
C -0.18602 -1.77826 -0.38283
C 2.06221 0.29411 1.50627
C -2.26168 -0.68775 -0.52441
N -0.83776 -0.75054 -0.71192
C 0.71343 0.99818 -0.42842
N -0.20058 1.99098 -0.64075
O 0.82263 0.77065 1.01973
O 1.60888 0.72298 -1.18458
H -0.33508 2.22069 -1.61260
H -0.85315 2.15225 0.10941
H 0.87126 -1.79257 -0.60076
H -0.65040 -2.71553 -0.05867
H 1.85550 -0.42085 2.30475
H 2.63545 -0.17528 0.70495
H 2.64671 1.12070 1.92308
H -2.70134 -0.29880 -1.43884
H -2.70712 -1.65569 -0.27303
H -2.48296 0.00472 0.28862
*
```

These are the natural (NBO) partial charges, in e, on atoms 1 to 2: atom 1 (C): -0.0330, atom 2 (C): -0.2564

---

#ii
C4H10N2O2 as an isolated structure, computed with ωB97M-V with the def2-TZVPD basis set.

Calculated values
Orbital gap, Ha: 0.36290
E_HOMO, eV: -9.531

```
! RIJCOSX wB97M-V def2-TZVPD def2/J DEFGRID3
* xyz 0 1
C 1.79078 0.75517 0.93930
C 0.91879 0.04168 -0.18381
C 1.56734 -1.30005 -0.77684
C -1.41570 0.61549 -0.20647
H 2.16455 0.15175 1.98298
H 2.51946 1.41761 0.26881
H 1.07117 1.47591 1.35594
H 0.89715 0.67285 -1.09438
H 2.50297 -1.15507 -1.33909
H 1.99525 -1.66956 0.31595
H 0.59932 -2.19562 -1.11345
H -1.88730 2.47350 -0.80226
H -3.21094 0.22454 -0.63057
H -2.84899 -1.71748 1.34325
N -1.20245 1.81756 -0.64944
N -2.62371 0.02167 0.34179
O -0.49287 -0.26343 0.04949
O -2.34483 -1.36654 0.19881
*
```

These are the natural (NBO) partial charges, in e, on atoms 1 to 2: atom 1 (C): -0.6701, atom 2 (C): 0.0762

---

Stability ranking, top entry: #i; the second entry is 138.4 kcal/mol less favorable.